Entry 1:
{"formula": "C2H3N3O", "method": "ωB97M-V/def2-TZVPD", "symbols": ["O", "C", "N", "N", "N", "C", "H", "H", "H"], "positions_angstrom": [[0.27021, 1.18837, 1.75933], [0.08667, 0.39515, 0.69559], [-0.50136, 0.79991, -0.40246], [-0.39958, -0.23640, -1.24166], [0.04554, -1.36005, -0.61444], [0.45040, -1.00783, 0.65948], [-0.09693, 2.05934, 1.54958], [-1.03509, -0.31599, -2.02260], [1.18014, -1.52250, -0.38281]], "forces_ev_per_angstrom": [[-0.078, 0.162, -0.062], [-0.040, -0.109, -0.146], [0.205, -0.225, 0.199], [-0.159, -0.061, -0.028], [0.018, 0.105, 0.048], [-0.263, 0.278, 0.024], [0.067, -0.093, 0.077], [0.099, 0.014, 0.065], [0.150, -0.071, -0.176]], "lumo_ev": 0.705, "homo_ev": -9.45}

Entry 2:
{"formula": "C19H17BN2O8S2", "method": "ωB97M-V/def2-TZVPD", "symbols": ["O", "C", "O", "C", "C", "C", "C", "S", "O", "O", "N", "C", "C", "C", "C", "C", "S", "O", "O", "N", "C", "C", "C", "C", "C", "B", "O", "O", "C", "C", "C", "C", "H", "H", "H", "H", "H", "H", "H", "H", "H", "H", "H", "H", "H", "H", "H", "H", "H"], "positions_angstrom": [[-5.67747, -4.32495, -2.03152], [-5.27400, -3.67718, -1.08814], [-5.82239, -3.88759, 0.11974], [-4.07276, -2.85864, -1.21793], [-3.78419, -1.94625, -0.22752], [-2.65992, -1.15534, -0.39554], [-1.62336, -1.48653, -1.29683], [-0.14251, -0.52809, -1.37553], [0.67419, -0.91352, -0.20535], [0.77831, -0.79484, -2.50999], [-0.87218, 0.93121, -1.81970], [-0.94182, 1.81121, -0.71528], [-1.80910, 2.86235, -0.82398], [-1.98013, 3.77135, 0.23007], [-1.22911, 3.65750, 1.38404], [-0.34331, 2.63255, 1.46453], [0.53724, 2.43276, 3.04269], [1.69526, 3.28613, 3.35882], [-0.67762, 2.21683, 3.87838], [1.35516, 0.84135, 2.57966], [2.47068, 0.87944, 1.73890], [3.20465, 2.04203, 1.51136], [4.30608, 2.04064, 0.65076], [4.81772, 0.82033, 0.11229], [4.02929, -0.26845, 0.29697], [4.54510, -1.48942, -0.44498], [5.86182, -1.83814, -0.18733], [3.69254, -2.22936, -1.22220], [2.93610, -0.26334, 1.11904], [-0.16786, 1.72129, 0.48956], [-1.83045, -2.49860, -2.15612], [-3.06131, -3.11392, -2.11981], [-6.48650, -4.55066, -0.05566], [-4.45856, -1.83829, 0.56963], [-2.49602, -0.44261, 0.37501], [-0.09748, 1.19362, -2.39044], [-2.52777, 2.80478, -1.59604], [-2.83609, 4.32596, 0.22750], [-1.40909, 4.33176, 2.19257], [0.81445, 0.01390, 2.67026], [2.78709, 2.97544, 1.81794], [4.82413, 2.96138, 0.47238], [5.69164, 0.75530, -0.46001], [6.02387, -2.73247, -0.49792], [2.80389, -1.88379, -1.45662], [2.29452, -1.13985, 1.34882], [0.62087, 1.04573, 0.42977], [-1.15889, -2.62611, -2.97314], [-3.32469, -3.86688, -2.81311]], "forces_ev_per_angstrom": [[-0.163, 0.398, -0.054], [-0.383, -2.352, -1.628], [0.925, 1.373, 0.331], [1.197, 0.511, 1.741], [0.826, 0.838, -1.380], [0.977, -0.610, 1.128], [-1.139, 1.303, 1.332], [3.487, -4.014, -1.389], [-2.622, 1.619, -0.148], [-2.535, 0.545, 0.228], [1.644, -1.281, 1.648], [0.114, 1.966, 2.345], [-0.628, -0.055, 1.244], [1.532, -2.197, -0.139], [-1.138, 0.945, -0.781], [1.681, 0.645, 1.377], [0.219, -2.973, -0.280], [-3.421, -0.910, 0.109], [3.364, 0.340, -0.741], [-0.759, 3.255, 1.760], [1.171, 0.373, 0.220], [0.138, 0.402, -1.668], [0.607, -1.423, 0.305], [-2.000, 3.165, 1.366], [0.609, -0.890, 0.030], [-0.536, -1.053, 0.327], [-0.881, -0.340, -0.479], [0.086, -0.416, -0.586], [-2.080, -0.913, 1.208], [-0.866, 0.186, -3.332], [-0.559, -0.146, -1.102], [-1.168, -1.078, -0.729], [-0.637, -0.479, 0.003], [-0.646, 0.546, 0.998], [0.313, 0.823, 0.371], [0.503, 1.058, -1.338], [-0.514, 0.403, -1.006], [-1.809, 2.054, -0.179], [0.001, 0.209, 0.481], [-0.530, -0.527, -0.040], [0.548, 0.276, 0.120], [0.131, 0.416, -0.063], [1.124, 0.177, -0.731], [0.298, -0.122, -0.267], [0.906, 0.009, 0.551], [0.986, 0.207, -0.600], [0.923, -0.905, 0.685], [0.541, -0.645, -0.305], [0.160, -0.711, -0.945]], "lumo_ev": -0.625, "homo_ev": -8.21, "smiles": "O=C(O)c1ccc(S(=O)(=O)Nc2cccc(S(=O)(=O)Nc3cccc(B(O)O)c3)c2)cc1"}

Entry 3:
{"formula": "C14H16BF3O2S", "method": "ωB97M-V/def2-TZVPD", "symbols": ["C", "O", "C", "C", "C", "C", "C", "C", "C", "C", "H", "H", "H", "H", "H", "H", "H", "H", "H", "H", "H", "C", "O", "C", "C", "B", "F", "F", "F", "S", "C", "C", "H", "H", "H", "H", "H"], "positions_angstrom": [[-1.53208, 0.72869, -3.86696], [-1.78703, 0.98172, -2.47237], [-1.08637, 2.15664, -2.05074], [-0.74115, 1.90217, -0.58039], [0.40383, 2.43085, 0.04310], [0.45319, 2.49572, 1.44456], [-0.58330, 1.98316, 2.22222], [-0.58398, 2.18649, 3.71833], [-1.62409, 1.30093, 1.59509], [-1.67263, 1.22252, 0.19969], [-2.33372, 0.10500, -4.25833], [-1.48429, 1.69931, -4.40118], [-0.56258, 0.22179, -3.96977], [-0.24002, 2.36386, -2.69106], [1.19840, 2.89026, -0.56072], [1.26259, 3.03804, 1.93997], [-1.45357, 1.71528, 4.17905], [0.31755, 1.72780, 4.13514], [-0.57628, 3.24563, 4.01256], [-2.44647, 0.89381, 2.18212], [-2.52289, 0.72540, -0.29008], [0.88856, 7.04509, -2.10792], [0.13532, 6.73758, -3.30403], [-0.77442, 5.75937, -3.20451], [-1.42930, 5.39933, -4.40201], [-1.18965, 6.23547, -5.85284], [-1.41143, 7.58231, -5.50024], [0.14991, 5.93544, -6.16273], [-2.10076, 5.73764, -6.77697], [-2.42722, 4.01300, -4.08969], [-1.70499, 3.59330, -2.41057], [-1.07189, 4.91324, -2.09416], [1.64336, 7.79645, -2.38724], [0.22325, 7.48034, -1.33603], [1.40615, 6.14886, -1.70354], [-2.58923, 3.37196, -1.79920], [-0.68541, 5.12477, -1.09756]], "forces_ev_per_angstrom": [[0.224, 0.481, 0.153], [0.054, 1.800, -0.774], [2.092, -0.812, -0.955], [0.103, 0.809, -0.225], [-0.495, 0.526, 0.134], [0.084, 0.084, -0.609], [-0.235, 0.106, 0.197], [0.215, -0.107, 0.030], [0.204, 0.010, -0.470], [-0.817, 0.297, 0.209], [0.046, 0.075, 0.043], [-0.128, -0.788, -0.034], [-0.221, 0.052, -0.023], [1.327, -1.374, 0.176], [-0.380, -0.156, 0.275], [-0.089, -0.315, -0.213], [0.077, 0.028, -0.025], [-0.118, 0.057, 0.129], [-0.008, -0.235, -0.236], [0.267, -0.049, -0.091], [0.465, 0.328, 0.297], [-0.102, 0.077, -0.045], [0.016, 0.209, 1.243], [0.540, -1.876, 2.323], [-1.533, -1.915, 0.514], [-0.224, 0.166, 0.287], [0.162, -0.676, -0.559], [-0.685, 0.233, 0.021], [0.303, 0.259, 0.033], [1.717, 0.185, -0.642], [-3.443, 1.411, 0.725], [1.831, 0.398, -1.035], [-0.436, -0.373, -0.035], [0.286, -0.283, -0.353], [-0.386, 0.358, -0.303], [-0.664, 1.192, 0.053], [-0.048, -0.182, -0.216]], "lumo_ev": -1.907, "homo_ev": -9.54}